{
  "formula": "C3H5FN2OS",
  "method": "ωB97M-V with the def2-TZVPD basis set",
  "species": ["C", "C", "C", "H", "H", "H", "H", "H", "N", "N", "O", "F", "S"],
  "xyz": [[-1.2462, -0.0052, 0.0011], [1.2180, -0.2712, -0.0683], [1.3992, 1.2257, 0.1914], [-1.2244, -2.1491, -0.3125], [-1.1277, 1.0380, 0.1331], [-3.1397, -0.0962, 0.0673], [1.1939, 1.4582, 1.2590], [2.4216, 1.4894, -0.0312], [-0.0562, -0.7260, -0.1453], [-2.3268, -0.6729, -0.0496], [-0.2082, -2.0749, -0.3279], [0.5539, 2.0152, -0.5775], [2.5424, -1.2309, -0.1396]],
  "atomic_forces_ev_per_a": [[-0.074, -1.383, -0.125], [0.323, 0.294, 0.115], [-0.332, -0.303, 0.667], [1.281, 0.027, -0.037], [0.057, 0.833, 0.135], [-0.333, 0.231, 0.029], [0.065, -0.202, -0.528], [0.187, -0.015, -0.129], [-0.042, 0.342, 0.064], [0.703, -0.042, -0.030], [-1.562, -0.146, -0.004], [0.016, 0.156, -0.171], [-0.290, 0.207, 0.012]],
  "homo_ha": -0.3234,
  "orbital_gap_ev": 8.56,
  "molar_mass_g_mol": 136.15,
  "de_lowest_kcal_mol": 31.2,
  "charge": 0,
  "smiles": "[H]/N=C/N(O)C(=S)CF"
}

{
  "formula": "C6H12O",
  "method": "ωB97M-V with the def2-TZVPD basis set",
  "species": ["C", "C", "C", "C", "O", "C", "C", "H", "H", "H", "H", "H", "H", "H", "H", "H", "H", "H", "H"],
  "xyz": [[1.3279, 0.6141, -1.1559], [0.1181, -0.2344, -0.7704], [0.5121, -1.4988, 0.0135], [-0.6603, -1.6900, 0.9668], [-1.0588, -0.3802, 1.3130], [-0.9348, 0.4493, 0.1607], [-0.6049, 1.8495, 0.6473], [2.0081, 0.0351, -1.7906], [1.0434, 1.5142, -1.7125], [1.8931, 0.9288, -0.2710], [-0.3946, -0.5334, -1.6931], [1.4302, -1.3126, 0.5832], [0.6834, -2.3632, -0.6349], [-0.3990, -2.2123, 1.8920], [-1.4838, -2.2380, 0.4783], [-1.9040, 0.4711, -0.3642], [0.3245, 1.8396, 1.2247], [-0.4967, 2.5496, -0.1879], [-1.4039, 2.2115, 1.3009]],
  "atomic_forces_ev_per_a": [[0.051, 0.048, -0.009], [-0.006, 0.007, -0.033], [0.035, -0.030, 0.009], [0.050, -0.253, -0.008], [-0.026, 0.030, 0.074], [0.030, 0.188, -0.165], [0.012, 0.021, 0.008], [-0.103, 0.066, 0.084], [0.024, -0.146, 0.081], [-0.098, -0.049, -0.127], [0.057, 0.030, 0.135], [-0.119, -0.017, -0.048], [-0.017, 0.111, 0.084], [-0.046, 0.046, -0.151], [0.085, 0.108, 0.044], [0.123, -0.021, 0.086], [-0.108, 0.029, -0.086], [-0.036, -0.111, 0.117], [0.092, -0.058, -0.095]],
  "homo_ha": -0.3527,
  "orbital_gap_ev": 10.73,
  "molar_mass_g_mol": 100.16,
  "de_lowest_kcal_mol": 9.0,
  "charge": 0,
  "smiles": "C[C@@H]1OCC[C@@H]1C"
}

{
  "formula": "C2H4N2O2",
  "method": "ωB97M-V with the def2-TZVPD basis set",
  "species": ["C", "C", "H", "H", "H", "H", "N", "N", "O", "O"],
  "xyz": [[1.6795, 0.4511, -0.0295], [-1.8455, -0.4951, -0.0030], [1.3093, -1.1762, 0.5202], [2.1017, 1.4300, -0.0240], [-0.2125, 1.3956, 0.0543], [-2.4298, -1.4290, -0.5464], [2.3011, -0.5816, 0.2717], [0.2074, 0.5736, -0.2751], [-0.4338, -0.5294, -0.2777], [-2.6774, 0.3610, 0.3095]],
  "atomic_forces_ev_per_a": [[-2.989, 1.523, 0.214], [-3.639, -1.029, -2.549], [3.769, 0.425, -0.934], [0.455, 0.734, -0.625], [-1.034, 1.024, 0.662], [2.578, 1.360, 1.635], [-3.767, -2.724, 1.248], [6.348, 3.780, -0.646], [-5.936, -4.074, 1.015], [4.214, -1.018, -0.020]],
  "homo_ha": -0.3452,
  "orbital_gap_ev": 9.92,
  "molar_mass_g_mol": 88.07,
  "de_lowest_kcal_mol": 129.0,
  "charge": 0,
  "smiles": "[H]/N=C\\NOC=O"
}

{
  "formula": "C27H29N3O5",
  "method": "ωB97M-V with the def2-TZVPD basis set",
  "species": ["C", "C", "N", "C", "C", "C", "C", "C", "C", "C", "C", "C", "N", "C", "C", "O", "C", "C", "C", "C", "C", "C", "C", "C", "O", "H", "H", "H", "H", "H", "H", "H", "H", "H", "H", "H", "H", "H", "H", "H", "H", "H", "H", "H", "H", "H", "H", "H", "H", "H", "O", "N", "O", "C", "C", "C", "C", "C", "O", "C", "H", "H", "H", "H"],
  "xyz": [[6.7393, 2.2649, 4.0153], [5.5739, 1.2931, 4.0928], [4.8467, 1.2750, 2.8261], [3.6318, 0.5599, 2.8833], [3.5536, -0.7982, 2.5234], [2.3613, -1.4756, 2.6843], [1.1787, -0.7937, 3.0861], [-0.0570, -1.4873, 3.1732], [-1.3073, -0.9067, 2.8854], [-1.4522, 0.3878, 2.2885], [-2.6814, 1.0096, 2.2391], [-3.8275, 0.3287, 2.6929], [-5.0943, 0.9388, 2.7322], [-5.4386, 1.4794, 4.0433], [-6.8342, 2.0788, 4.0668], [-7.1238, 2.8383, 2.8952], [-6.9517, 2.1181, 1.6754], [-5.5345, 1.5963, 1.5094], [-3.7211, -1.0014, 3.1538], [-2.4995, -1.6263, 3.1997], [1.2870, 0.5888, 3.4195], [2.4940, 1.2432, 3.3459], [5.6409, 1.0699, 1.6220], [6.7473, 2.1108, 1.6075], [7.5046, 2.1165, 2.8192], [6.3351, 3.2904, 4.1156], [7.4591, 2.0531, 4.8216], [5.9717, 0.2877, 4.3322], [4.8795, 1.6135, 4.8796], [4.4441, -1.3058, 2.1499], [2.2927, -2.5375, 2.4520], [-0.0376, -2.5383, 3.4524], [-0.5827, 0.9040, 1.8834], [-2.7624, 2.0371, 1.8842], [-5.3963, 0.6449, 4.7544], [-4.7220, 2.2598, 4.3659], [-7.5571, 1.2532, 4.2085], [-6.9117, 2.8085, 4.8864], [-7.6402, 1.2539, 1.6094], [-7.1815, 2.8575, 0.8940], [-4.8651, 2.4183, 1.2026], [-5.5402, 0.8311, 0.7210], [-4.6437, -1.5094, 3.4316], [-2.4060, -2.6599, 3.5322], [0.4121, 1.1432, 3.7478], [2.5861, 2.3040, 3.5745], [6.0739, 0.0549, 1.5883], [4.9831, 1.2297, 0.7570], [7.4858, 1.8704, 0.8264], [6.2767, 3.0951, 1.4156], [-3.4521, -6.5260, 1.4604], [-3.4672, -7.3070, 2.4379], [-4.2203, -8.2981, 2.5172], [-2.5754, -7.0332, 3.5317], [-2.5591, -7.8877, 4.6508], [-1.6977, -7.5717, 5.7151], [-0.9034, -6.4398, 5.6873], [-1.0211, -5.4394, 4.6133], [-0.5381, -4.2851, 4.7014], [-1.7913, -5.8910, 3.4666], [-3.2033, -8.7652, 4.6620], [-1.6599, -8.2425, 6.5752], [-0.2089, -6.2120, 6.4951], [-1.8189, -5.2737, 2.5734]],
  "atomic_forces_ev_per_a": [[0.108, 0.229, -0.172], [0.359, -0.324, -0.136], [-0.544, 0.322, -0.217], [-0.039, -0.037, 0.090], [-0.067, 0.298, 0.032], [-0.556, -0.074, 0.070], [0.868, 0.654, 0.260], [-0.372, 0.173, -0.642], [-0.285, 0.188, -0.329], [-0.009, 0.041, 0.277], [0.094, -0.125, -0.197], [-0.030, -0.308, 0.417], [-0.047, -0.539, -0.264], [0.256, 0.362, 0.144], [-0.286, -0.061, -0.294], [0.235, -0.373, -0.033], [-0.190, 0.084, 0.273], [0.304, 0.414, 0.057], [-0.155, 0.344, -0.202], [0.355, -0.110, 0.455], [-0.139, -0.241, -0.131], [0.244, -0.244, -0.193], [0.246, -0.246, 0.406], [0.209, 0.099, 0.108], [-0.465, -0.133, -0.045], [0.330, -0.189, -0.165], [-0.400, 0.258, -0.175], [-0.228, 0.128, 0.004], [0.218, -0.186, -0.074], [-0.333, 0.072, 0.178], [0.035, 0.177, 0.098], [-0.142, -0.444, 0.146], [-0.248, -0.186, 0.139], [-0.005, -0.353, -0.073], [0.072, 0.292, 0.044], [-0.016, -0.243, -0.151], [-0.036, 0.413, -0.174], [-0.061, -0.485, -0.143], [0.004, 0.402, 0.164], [0.017, -0.477, 0.126], [-0.141, -0.075, 0.064], [0.094, 0.287, 0.042], [0.288, 0.022, -0.057], [0.066, 0.114, 0.087], [0.177, -0.241, 0.119], [-0.023, -0.280, 0.064], [0.014, 0.168, -0.122], [0.227, -0.181, 0.137], [-0.384, 0.253, 0.177], [0.351, -0.203, 0.143], [-0.259, -1.420, 1.398], [-1.220, -0.464, -1.608], [1.120, 1.617, -0.333], [0.873, -0.019, 1.519], [-0.253, 0.051, -0.327], [-0.077, -0.038, -0.556], [-0.194, 0.856, -0.785], [-0.900, -2.015, 0.187], [0.683, 1.136, -0.371], [0.269, 0.447, 0.582], [0.221, 0.289, 0.054], [0.043, 0.143, -0.235], [-0.239, 0.004, -0.064], [-0.037, -0.027, 0.205]],
  "homo_ha": -0.2186,
  "orbital_gap_ev": 3.00,
  "molar_mass_g_mol": 475.55,
  "de_lowest_kcal_mol": 195.5,
  "charge": 0
}

{
  "formula": "C43H48IrN2O4S2Se",
  "method": "ωB97M-V with the def2-TZVPD basis set",
  "species": ["Ir", "C", "C", "C", "C", "C", "C", "C", "Se", "C", "C", "C", "C", "C", "C", "O", "C", "C", "C", "C", "C", "C", "C", "C", "C", "O", "C", "C", "C", "C", "C", "C", "H", "H", "H", "H", "H", "H", "H", "H", "H", "H", "H", "H", "H", "H", "H", "H", "H", "H", "H", "H", "H", "H", "H", "H", "H", "H", "H", "H", "H", "H", "H", "H", "H", "H", "H", "H", "H", "H", "H", "H", "S", "C", "N", "C", "C", "C", "C", "C", "C", "S", "H", "H", "H", "H", "O", "C", "N", "C", "O", "C", "C", "C", "C", "C", "C", "H", "H", "H", "H"],
  "xyz": [[-0.0904, -1.6568, -0.4049], [2.4395, 1.2250, 6.7937], [1.1649, 1.4028, 5.9633], [-0.0113, 0.8215, 6.7636], [0.9525, 2.9069, 5.7379], [1.2367, 0.6872, 4.6145], [0.1707, 0.7557, 3.7341], [0.2052, 0.0723, 2.5310], [-1.4480, -0.1909, 1.5508], [-1.9027, 1.1468, 0.2207], [-2.5314, 2.3172, 0.5969], [-3.0960, 3.1502, -0.3571], [-2.9260, 2.7900, -1.6963], [-2.3193, 1.6186, -2.1170], [-1.8561, 0.7081, -1.1180], [-1.4702, -0.5000, -1.4314], [-2.1724, 1.2865, -3.6044], [-0.6825, 1.0921, -3.9307], [-2.7015, 2.4107, -4.4999], [-2.9645, 0.0130, -3.9503], [-3.9477, 4.3426, 0.0720], [-5.1629, 3.7956, 0.8410], [-4.4699, 5.1489, -1.1205], [-3.1376, 5.2825, 0.9750], [1.2835, -0.7503, 2.1689], [1.2792, -1.4528, 1.0656], [2.3923, -0.8264, 3.0639], [2.3247, -0.1077, 4.2448], [3.6053, -1.6968, 2.7170], [4.6957, -1.5910, 3.7870], [3.1797, -3.1744, 2.6282], [4.2289, -1.2459, 1.3824], [2.3508, 1.8010, 7.7158], [3.3162, 1.5895, 6.2557], [2.5962, 0.1800, 7.0655], [-0.0766, 1.3017, 7.7426], [0.1273, -0.2507, 6.9122], [-0.9587, 0.9684, 6.2442], [0.9538, 3.4374, 6.6924], [0.0027, 3.1073, 5.2406], [1.7563, 3.3120, 5.1210], [-0.7096, 1.3407, 3.9754], [-2.5837, 2.5684, 1.6500], [-3.3027, 3.4579, -2.4550], [-0.1283, 2.0130, -3.7380], [-0.5655, 0.8315, -4.9857], [-0.2432, 0.3051, -3.3255], [-2.2002, 3.3584, -4.2946], [-3.7795, 2.5412, -4.3859], [-2.5064, 2.1477, -5.5404], [-2.6018, -0.8446, -3.3931], [-2.8709, -0.2043, -5.0172], [-4.0234, 0.1544, -3.7228], [-5.7303, 3.1134, 0.2056], [-5.8214, 4.6116, 1.1469], [-4.8536, 3.2480, 1.7318], [-5.1327, 4.5466, -1.7439], [-3.6524, 5.5300, -1.7351], [-5.0411, 6.0049, -0.7586], [-2.8194, 4.7814, 1.8898], [-3.7404, 6.1483, 1.2558], [-2.2490, 5.6384, 0.4512], [3.1553, -0.1806, 4.9287], [4.3527, -1.9876, 4.7447], [5.0244, -0.5586, 3.9216], [5.5574, -2.1808, 3.4725], [2.7440, -3.5015, 3.5747], [4.0532, -3.7959, 2.4187], [2.4499, -3.3359, 1.8399], [4.5182, -0.1938, 1.4307], [3.5351, -1.3710, 0.5573], [5.1206, -1.8408, 1.1725], [-1.3519, -3.5949, 1.3766], [-1.7114, -4.0293, -0.2143], [-1.2413, -3.3157, -1.2011], [-1.5545, -3.8002, -2.4506], [-1.1650, -3.2585, -3.6713], [-1.5851, -3.8811, -4.8295], [-2.3850, -5.0238, -4.7830], [-2.7735, -5.5724, -3.5730], [-2.3484, -4.9533, -2.4074], [-2.6582, -5.3967, -0.7435], [-0.5461, -2.3701, -3.6792], [-1.2920, -3.4787, -5.7901], [-2.7057, -5.4898, -5.7050], [-3.3892, -6.4610, -3.5347], [1.4516, -0.1038, -1.5881], [2.0104, -1.1059, -2.0295], [1.5737, -2.3415, -1.7070], [2.3335, -3.3174, -2.3290], [2.1882, -4.5102, -2.2566], [3.3782, -2.5774, -3.1370], [4.3865, -3.0296, -3.9573], [5.1740, -2.0750, -4.6008], [4.9535, -0.7156, -4.4195], [3.9386, -0.2619, -3.5801], [3.1665, -1.2133, -2.9515], [4.5621, -4.0875, -4.1007], [5.9680, -2.4047, -5.2582], [5.5755, 0.0030, -4.9368], [3.7556, 0.7933, -3.4257]],
  "atomic_forces_ev_per_a": [[-1.440, -0.244, 2.220], [-0.089, 0.004, -0.123], [-0.065, 0.059, 0.030], [0.083, 0.061, -0.007], [0.020, -0.079, 0.014], [0.095, -0.051, 0.079], [-0.096, 0.268, 0.000], [-0.022, -0.297, -0.399], [0.624, -0.918, -1.375], [0.315, -0.406, 0.001], [-0.056, 0.201, 0.123], [0.021, -0.032, -0.059], [-0.080, 0.012, 0.154], [0.236, -0.509, 0.082], [0.101, 1.339, 0.743], [1.078, -2.249, -0.843], [0.025, -0.089, -0.045], [-0.104, -0.015, -0.020], [0.045, -0.068, 0.075], [0.039, 0.102, 0.024], [-0.011, 0.073, 0.057], [0.063, 0.081, -0.044], [0.086, -0.068, 0.063], [-0.035, -0.061, -0.065], [-0.299, 0.579, 1.205], [0.243, -0.417, -2.402], [-0.178, -0.118, -0.584], [-0.154, 0.094, 0.028], [0.029, -0.073, -0.056], [-0.097, -0.025, -0.042], [0.056, 0.118, 0.006], [-0.068, 0.006, 0.086], [-0.008, -0.016, 0.015], [0.040, -0.017, 0.030], [0.058, -0.005, -0.012], [-0.034, 0.001, -0.001], [-0.016, -0.005, 0.024], [-0.021, 0.015, 0.020], [-0.041, 0.000, 0.003], [0.009, 0.026, -0.024], [-0.019, 0.039, -0.013], [-0.003, -0.029, 0.054], [-0.081, -0.014, 0.001], [-0.046, -0.031, 0.023], [0.019, -0.005, -0.013], [0.001, 0.015, -0.013], [0.019, -0.030, 0.027], [-0.024, 0.024, -0.038], [0.007, 0.060, -0.003], [-0.012, 0.005, -0.016], [-0.018, -0.052, 0.036], [-0.002, 0.021, -0.013], [-0.010, -0.022, -0.010], [-0.029, -0.008, 0.023], [0.004, 0.003, 0.023], [-0.020, 0.007, 0.026], [0.023, 0.019, -0.057], [-0.015, 0.011, -0.030], [-0.013, -0.006, 0.018], [0.031, 0.022, 0.010], [-0.007, -0.006, 0.036], [0.021, 0.016, 0.029], [-0.003, 0.003, -0.014], [0.043, 0.046, 0.036], [0.046, -0.020, 0.034], [0.007, -0.010, 0.008], [0.014, -0.015, 0.002], [0.002, -0.010, 0.009], [-0.051, -0.012, -0.046], [0.033, -0.009, 0.007], [-0.066, 0.002, -0.061], [0.009, 0.006, 0.026], [0.422, 0.246, -0.118], [-0.233, -0.395, 0.074], [0.604, 1.586, 0.392], [-0.122, -0.038, -0.627], [0.050, 0.034, 0.189], [-0.008, 0.011, -0.045], [-0.035, -0.051, 0.007], [0.009, -0.006, -0.038], [0.105, 0.193, 0.186], [0.177, 0.187, -0.043], [-0.024, 0.011, -0.070], [0.007, 0.019, 0.010], [0.007, -0.006, 0.002], [0.000, -0.002, -0.015], [0.074, 0.225, 0.036], [0.270, 0.197, -0.129], [-1.514, 0.993, 1.111], [0.042, -0.665, -0.070], [-0.001, 0.113, 0.003], [-0.110, 0.414, 0.090], [-0.002, -0.146, 0.003], [-0.013, -0.056, 0.002], [-0.010, 0.052, 0.015], [-0.050, 0.046, 0.041], [0.135, -0.260, -0.083], [-0.039, -0.010, 0.011], [0.015, 0.030, 0.002], [0.023, -0.024, -0.005], [0.010, 0.002, -0.010]],
  "homo_ha": [-0.2945, -0.2924],
  "orbital_gap_ev": [6.17, 5.89],
  "spin_multiplicity": 2,
  "molar_mass_g_mol": 992.18,
  "de_lowest_kcal_mol": 60.2,
  "charge": 0,
  "s_squared": 0.7779
}

{
  "formula": "C5H9N",
  "method": "ωB97M-V with the def2-TZVPD basis set",
  "species": ["C", "C", "N", "C", "C", "C", "H", "H", "H", "H", "H", "H", "H", "H", "H"],
  "xyz": [[-2.0542, -2.1146, 1.0156], [-1.0261, -1.5494, 0.3556], [-0.7581, -0.1542, 0.1623], [0.6577, 0.3374, 0.2582], [1.9615, 2.0125, -0.9913], [0.7318, 1.4651, -0.6566], [-2.7482, -1.6577, 1.8235], [-2.3195, -3.1695, 0.6383], [-0.2610, -2.1328, -0.1123], [-1.2454, 0.0339, -0.7650], [0.6638, 0.8331, 1.2439], [1.5174, -0.3622, 0.2683], [2.2502, 2.9498, -1.5517], [2.8011, 1.4861, -0.6776], [-0.1709, 2.0227, -1.0111]],
  "atomic_forces_ev_per_a": [[-0.915, -0.745, -0.158], [-0.236, 0.685, 0.851], [-0.835, -0.742, -0.603], [-2.288, 0.147, 1.222], [-2.873, 0.342, -0.415], [3.338, 3.629, -2.512], [1.199, -0.381, -2.024], [0.699, 1.435, 1.349], [0.004, -1.039, -0.604], [1.327, 0.128, 1.565], [0.291, -0.485, 0.059], [-0.709, -0.064, -0.567], [-1.150, -1.148, 0.552], [1.536, -0.915, 0.648], [0.612, -0.848, 0.637]],
  "homo_ha": -0.3193,
  "orbital_gap_ev": 9.79,
  "molar_mass_g_mol": 83.13,
  "de_lowest_kcal_mol": 71.5,
  "charge": 0,
  "smiles": "C=CCNC=C"
}